[1]
This record from OMol25 describes a molecular structure, C34H22Cl3HgN9OSe. The level of theory is ωB97M-V/def2-TZVPD.

Summary:
**HOMO (spin up / spin down)**: -3.7 / -5.0 eV
**2S+1**: 2
**LUMO energy (spin up / spin down)**: 0.0366 / 0.0366 Eh
**Net charge**: -1
**⟨S²⟩**: 0.773
**Frontier orbital gap (spin up / spin down)**: 4.67 / 5.97 eV
**Energy relative to the best compared isomer or geometry (same formula, charge and spin)**: 12.5 kcal per mole

Last column: Mulliken charge in e.
CARTESIAN COORDINATES (ANGSTROEM)
Hg 0.1195 0.6463 -0.5903  2.881
Se 0.2195 -4.3181 5.9561  0.183
N -1.0049 -3.5769 4.8814  -0.881
C -0.3599 -2.9355 3.9461  0.785
C -1.0156 -2.1937 2.8776  0.808
C -2.4095 -2.1537 2.7610  -0.665
C -2.9722 -1.4554 1.7220  -0.868
C -2.1243 -0.7886 0.8392  -0.099
N -0.7989 -0.8203 0.9436  0.175
C -0.2325 -1.5150 1.9428  -0.510
C 1.2444 -1.5734 2.0077  -0.195
N 1.9351 -0.9012 1.0830  0.149
C 3.2550 -0.9347 1.1218  -0.577
C 3.9772 -1.6481 2.0747  -0.932
C 3.2773 -2.3398 3.0370  -0.755
C 1.8849 -2.3014 3.0186  0.612
C 1.0843 -2.9884 4.0202  0.754
N 1.5943 -3.6651 5.0111  -0.907
H -3.0108 -2.6875 3.4848  0.512
H -4.0337 -1.3968 1.5220  0.475
H -2.5785 -0.2514 0.0170  -0.328
H 3.7651 -0.3553 0.3597  0.498
H 5.0579 -1.6461 2.0550  0.450
H 3.7793 -2.9050 3.8108  0.519
C 1.0680 3.5290 4.3563  -0.566
C 0.0363 4.2948 3.8252  -0.493
C -0.5484 3.9770 2.6122  -0.462
C -0.1039 2.8583 1.8890  -0.560
C 0.9443 2.0980 2.4259  0.516
C 1.5187 2.4260 3.6392  -0.560
N -0.6467 2.4588 0.6783  0.380
N -1.5869 3.2518 0.2126  -1.025
C -2.2409 2.8007 -0.8971  -0.042
C -3.2351 3.6342 -1.4508  -0.479
C -3.9434 3.1993 -2.5408  -0.341
C -3.6794 1.9402 -3.0857  -0.600
C -2.6968 1.1798 -2.4910  -0.560
N -1.9736 1.6031 -1.4504  0.023
H 1.5128 3.7878 5.3083  0.372
H -0.3242 5.1602 4.3695  0.346
H -1.3551 4.5692 2.2070  0.399
H 1.3097 1.2522 1.8599  -0.090
H 2.3270 1.8161 4.0268  0.402
H -3.4162 4.5929 -0.9854  0.486
H -4.7171 3.8258 -2.9677  0.342
H -4.2521 1.5408 -3.9088  0.419
H -2.4513 0.1931 -2.8648  0.296
Cl -4.8887 -0.8908 -0.9331  -0.734
C -3.3195 -3.6256 -2.1479  0.366
Cl -4.0631 -3.5761 -3.6991  -0.199
Cl -4.1253 -4.4295 -0.8733  -0.161
C -2.1943 -2.9944 -1.9570  -0.121
N -1.1621 -2.3687 -1.8050  0.240
C 0.6175 -2.7783 -3.4111  -1.131
C 0.1521 -2.8628 -1.9862  0.526
O 0.8147 -3.2204 -1.0511  -0.524
H 1.5920 -3.2498 -3.5042  0.339
H 0.6882 -1.7262 -3.6920  0.211
H -0.1096 -3.2513 -4.0716  0.418
N 5.0803 1.6472 -6.1237  -0.571
C 4.3159 1.4779 -5.2813  -0.081
C 3.3615 1.2656 -4.2310  0.542
C 2.3252 2.1751 -4.0313  -0.816
C 1.4121 1.9606 -3.0110  -0.468
C 1.5046 0.8471 -2.1696  -0.387
C 2.5519 -0.0508 -2.3934  0.154
C 3.4749 0.1457 -3.4092  -0.898
H 2.2419 3.0414 -4.6749  0.436
H 0.6052 2.6711 -2.8724  0.416
H 2.6467 -0.9311 -1.7671  0.702
H 4.2793 -0.5602 -3.5744  0.455


[2]
This record from OMol25 describes a molecular structure, C34H22Cl5CoN5O3 at a distorted geometry. The level of theory is ωB97M-V/def2-TZVPD.

Summary:
**HOMO (spin up / spin down)**: -5.7 / -5.9 eV
**2S+1**: 2
**LUMO energy (spin up / spin down)**: -0.0289 / -0.0515 Eh
**Net charge**: 0
**⟨S²⟩**: 0.855
**Frontier orbital gap (spin up / spin down)**: 4.96 / 4.46 eV
**Energy relative to the best compared isomer or geometry (same formula, charge and spin)**: 533.3 kcal per mole

Last column: Mulliken charge in e.
CARTESIAN COORDINATES (ANGSTROEM)
Co 0.4141 0.3278 0.4009  -1.075
N -0.5768 -2.7509 -3.8606  -1.029
C -0.6391 -1.3146 -2.0618  -1.410
N -0.1555 -1.1703 -0.6591  0.926
C -1.3357 -1.8830 0.0752  0.371
N -1.6197 -1.3751 1.2534  -1.476
N -0.8865 -0.3153 1.5651  1.541
C -1.1819 0.4714 2.5870  -0.595
C -0.3293 1.6130 2.6928  0.783
C -0.4812 2.6467 3.6258  -1.196
C 0.3702 3.7260 3.5812  -0.117
C 1.3695 3.7660 2.6078  -1.034
C 1.4782 2.7152 1.7225  0.093
N 0.6674 1.6571 1.7554  0.404
C -2.0999 -3.0169 -0.5527  -0.015
C -3.0542 -3.7497 0.1513  -0.570
C -3.8061 -4.7063 -0.4874  -0.768
C -3.6258 -4.8708 -1.8809  -0.610
C -2.6876 -4.1483 -2.5472  -1.698
C -1.7339 -3.2508 -1.9533  1.117
H -0.5763 -2.7963 -4.8508  0.030
H -0.8749 -0.3491 -2.4685  0.854
H -2.0310 0.2775 3.2270  0.415
H -1.2792 2.5852 4.3522  0.444
H 0.2637 4.5365 4.2896  0.410
H 2.0400 4.6089 2.5296  0.428
H 2.2394 2.7180 0.9529  0.479
H -3.1684 -3.5300 1.2035  0.511
H -4.5366 -5.2948 0.0476  0.425
H -4.2478 -5.5638 -2.4307  0.422
H -2.5430 -4.2352 -3.6199  0.455
O 1.8989 1.0196 -0.8467  -0.090
C 1.4575 1.5928 -2.1041  2.581
C -0.1002 1.9153 -1.9116  -0.140
O -0.6964 2.4495 -2.8355  -0.701
O -0.5840 1.6047 -0.7803  -0.346
C 2.2581 2.8777 -2.3414  -0.624
C 3.6045 2.8996 -1.9757  -0.077
C 4.3659 4.0472 -2.1247  -1.036
C 3.7953 5.2006 -2.6414  -0.409
C 2.4610 5.1880 -3.0122  -0.974
C 1.6965 4.0372 -2.8655  -0.221
C 1.6310 0.6088 -3.2558  0.071
C 1.1080 0.9238 -4.5092  0.006
C 1.2160 0.0319 -5.5642  -1.027
C 1.8603 -1.1869 -5.3948  -0.970
C 2.3908 -1.5039 -4.1570  -0.713
C 2.2802 -0.6125 -3.0983  0.075
H 2.7014 0.5198 -1.0349  0.245
H 4.0855 2.0142 -1.5771  0.310
H 5.4084 4.0377 -1.8340  0.411
H 4.3888 6.0981 -2.7547  0.414
H 2.0012 6.0819 -3.4124  0.415
H 0.6567 4.0474 -3.1535  0.538
H 0.5888 1.8611 -4.6417  0.483
H 0.7911 0.2885 -6.5260  0.421
H 1.9355 -1.8914 -6.2138  0.523
H 2.9033 -2.4460 -4.0026  0.485
H 2.7203 -0.9171 -2.1550  0.079
Cl -0.6050 -2.6060 -2.5502  1.878
C 0.4966 -3.1266 -1.8547  -0.104
C 0.9029 -2.3701 -0.7161  -0.495
C 1.9475 -2.6324 0.1131  0.021
Cl 2.2942 -1.4992 1.3719  -0.145
C 2.7491 -3.7482 -0.1426  0.457
Cl 4.1457 -4.0532 0.8023  -0.198
C 2.3896 -4.5946 -1.2158  0.437
Cl 3.3267 -6.0007 -1.5205  -0.193
C 1.3224 -4.2974 -2.0182  0.263
Cl 0.8534 -5.3084 -3.3436  -0.167


[3]
This record from OMol25 describes 5 unconnected molecules or ions with the total composition C34H22F2NO13 at a distorted geometry. The level of theory is ωB97M-V/def2-TZVPD.

Summary:
**HOMO (spin up / spin down)**: 0.2 / -3.3 eV
**2S+1**: 2
**LUMO energy (spin up / spin down)**: 0.0844 / 0.0844 Eh
**Net charge**: -2
**⟨S²⟩**: 0.774
**Frontier orbital gap (spin up / spin down)**: 2.14 / 5.61 eV

Last column: Mulliken charge in e.
CARTESIAN COORDINATES (ANGSTROEM)
N 1.2364 0.8235 1.4646  1.120
O 0.7475 1.7133 0.8104  -0.647
O 2.3431 0.9839 1.9853  -0.798
O 0.6760 -0.2258 1.8292  -0.610
C 6.4209 1.4081 1.2698  -0.730
C 5.3400 1.5248 0.2795  1.288
O 5.8703 0.8714 -0.8849  -0.305
C 7.0689 0.3536 -0.6459  0.714
O 7.6225 -0.5218 -1.3174  -0.593
O 7.5360 0.7775 0.5480  -0.391
F 5.1184 2.7653 -0.1022  -0.338
H 6.1799 0.8459 2.1720  0.275
H 6.8965 2.1918 1.8594  0.292
H 4.3859 1.0910 0.5788  -0.170
C 0.0167 0.3700 -2.1437  0.908
C -1.2588 -0.2263 -2.7660  0.343
O -1.0765 -0.1680 -4.1539  -0.366
C -0.1192 0.7120 -4.4085  0.634
O 0.2060 1.0425 -5.5386  -0.641
O 0.3957 1.1581 -3.2858  -0.385
F -2.3167 0.5623 -2.4652  -0.316
H 0.7136 -0.4182 -1.8587  -0.482
H -0.1367 1.0118 -1.2761  -0.118
H -1.4058 -1.2810 -2.5333  0.367
C -3.5437 0.1559 0.6411  -1.058
C -2.4077 0.8519 0.8133  0.129
C -2.4239 2.1113 1.3240  -0.764
C -3.6335 2.7150 1.6784  0.258
C -4.8418 2.0457 1.3895  0.324
C -4.7842 0.7220 0.9059  -0.600
C -6.2220 2.5677 1.7311  0.294
O -7.2234 1.8876 1.6621  -0.805
C -6.2677 3.9224 2.2075  0.156
C -7.4344 4.5133 2.4869  -0.243
C -7.5473 5.7471 3.0863  -0.643
C -6.4113 6.4643 3.3183  -0.370
C -5.1431 5.9604 2.9290  -0.623
C -5.0332 4.6434 2.4871  0.169
C -3.5877 4.0288 2.3039  0.179
O -2.5056 4.5694 2.5957  -0.801
H -3.4227 -0.8126 0.1789  0.325
H -1.5727 0.2547 0.4779  0.643
H -1.5321 2.6809 1.5398  0.631
H -5.6548 0.1775 0.5713  0.341
H -8.3309 3.9313 2.3326  0.377
H -8.5126 6.0737 3.4441  0.352
H -6.4195 7.4248 3.8122  0.335
H -4.2800 6.6083 2.9684  0.408
C 3.2834 -0.5333 -2.1537  -0.293
C 3.2120 -1.1615 -3.3618  -0.798
C 2.9575 -2.5403 -3.3821  -1.074
C 2.6195 -3.2496 -2.2005  0.559
C 2.5974 -2.5467 -0.9949  0.685
C 3.0068 -1.1907 -0.9783  -0.575
C 2.2269 -3.3008 0.2655  0.319
O 2.3077 -2.8269 1.4366  -0.614
C 1.9130 -4.7950 0.1247  0.203
C 1.4661 -5.5582 1.2207  -0.441
C 1.2317 -6.9206 1.0276  -0.468
C 1.4930 -7.5655 -0.1433  -0.569
C 1.9359 -6.8195 -1.2102  -0.396
C 2.1378 -5.4466 -1.0970  -0.130
C 2.3441 -4.7124 -2.3929  0.737
O 2.3800 -5.1432 -3.5105  -0.643
H 3.7092 0.4549 -2.0616  0.435
H 3.4332 -0.5516 -4.2252  0.511
H 2.9292 -3.0168 -4.3509  0.404
H 3.1797 -0.7209 -0.0213  0.455
H 1.3565 -5.0811 2.1834  0.512
H 1.0188 -7.4805 1.9263  0.336
H 1.3089 -8.6232 -0.2604  0.383
H 2.2268 -7.2806 -2.1425  0.399